Entry 1:
119
Properties=species:S:1:pos:R:3:forces:R:3 method="wB97M-V/def2-TZVPD" lumo_ev=4.32 total_energy_ha=-2429.7226 de_lowest_kj_mol=0.0 charge=-2
Y -0.4836 0.5187 -0.3259 -0.064 -0.666 0.916
O 1.5611 0.2486 -0.9847 0.003 0.284 0.054
O -0.7844 1.6583 1.5520 0.120 -0.117 -0.022
N -1.1617 1.7567 -1.8523 -0.109 0.500 -0.401
N 1.5647 -0.2473 1.9519 0.082 0.051 0.076
C 0.0967 3.0252 4.8749 0.008 0.000 0.034
C -0.5012 2.7294 -2.4549 -0.039 -0.135 -0.012
C 0.0454 1.3946 -4.6154 0.049 0.006 0.024
C 0.1846 -2.9294 -1.2208 0.009 -0.093 0.000
C -1.9956 -1.5179 -1.1166 -0.083 -0.129 -0.061
C -4.6573 2.0027 2.8046 0.015 0.005 -0.027
C -1.2014 -2.2832 0.8907 0.015 0.170 -0.019
C -4.1473 -0.3281 -0.3651 -0.007 0.028 0.004
C 1.0177 4.9609 3.1406 0.017 0.013 -0.020
C 3.9657 -1.3901 -2.4652 -0.024 -0.027 -0.022
C 4.2932 0.6398 -4.3143 -0.017 0.002 0.000
C 0.7510 4.1422 5.3720 0.017 0.006 -0.014
C 3.2520 -0.8312 0.2920 0.040 -0.012 0.040
C 1.2194 0.1658 3.1769 0.026 0.038 0.018
C 3.1631 3.9364 0.2099 -0.003 -0.011 0.008
C -1.4232 1.4354 -5.0511 -0.006 0.009 -0.005
C 2.6394 2.7087 -0.1838 -0.037 0.113 -0.001
C -0.1141 2.8559 3.5065 0.019 0.013 0.036
C 0.3653 3.8378 2.6484 0.045 -0.049 -0.033
C 2.8641 -0.3964 1.6725 0.005 -0.003 -0.031
C 4.4896 -1.6724 -3.7228 0.013 -0.004 0.016
C -2.7198 1.5465 4.7147 0.001 -0.043 -0.012
C 3.4591 1.6010 -0.3071 0.045 -0.045 0.002
C 2.9079 0.2447 -0.7830 -0.047 -0.137 0.016
C 5.3418 2.9565 0.3875 0.008 0.011 -0.016
C 4.8198 1.7442 -0.0277 -0.038 -0.040 0.013
C -0.8544 1.6364 2.9085 -0.009 0.146 -0.065
C 0.4896 4.9846 -2.3625 -0.017 0.011 0.034
C -4.0555 1.6028 5.0842 -0.020 0.006 -0.005
C -2.4478 4.0637 -0.2368 -0.028 -0.043 0.048
C -2.8665 -1.0643 -0.0944 -0.004 0.020 -0.161
C 0.3314 2.5248 -3.6380 -0.021 0.041 -0.049
C 3.6028 -0.0953 -2.1159 -0.010 0.022 -0.052
C 4.5086 4.0652 0.5063 0.020 -0.002 -0.008
C 3.8606 -0.1436 2.6126 0.011 0.032 -0.008
C 1.2131 5.1224 4.5036 -0.005 -0.004 0.004
C -0.4102 -3.0392 1.9187 0.059 0.026 0.021
C -0.5444 4.1267 -2.0274 0.000 0.011 -0.053
C 4.6603 -0.6579 -4.6513 0.000 0.001 -0.010
C -2.3315 -1.4648 -2.5794 -0.003 -0.019 -0.040
C -1.8065 4.7394 -1.4426 0.015 -0.010 0.011
C -3.1644 -1.5510 2.4295 -0.041 -0.016 0.004
C -3.3187 1.9373 2.4398 -0.036 -0.016 0.013
C 0.4281 -0.0137 -4.1617 -0.012 -0.035 0.002
C -5.0356 1.8337 4.1275 -0.002 0.003 0.006
C 1.5025 4.6311 -3.2557 0.046 0.022 -0.026
C 1.3324 3.4275 -3.9454 -0.016 -0.020 0.027
C -0.9512 -2.2536 -0.4995 0.047 0.010 -0.194
C -0.2409 0.3154 3.4643 0.001 -0.051 0.014
C -2.3281 1.7120 3.3857 0.000 -0.029 0.019
C 2.1627 0.4316 4.1675 -0.048 0.024 -0.016
C 3.7697 0.9159 -3.0623 -0.029 -0.025 -0.024
C 3.5042 0.2778 3.8784 0.004 -0.017 0.004
C -2.3921 -1.5557 1.1392 -0.004 -0.030 -0.014
C -2.8557 4.8407 -2.5604 -0.014 0.006 -0.012
H -1.9824 1.3562 5.4842 -0.085 -0.029 -0.029
H -3.7810 5.3066 -2.2000 0.004 0.002 0.001
H 0.4699 5.9944 -1.9509 0.008 0.005 -0.006
H -0.7717 -0.4920 2.9632 -0.024 -0.024 -0.042
H -3.0217 2.0405 1.4080 0.034 0.036 -0.057
H 4.3201 -1.0656 0.2912 -0.013 -0.009 -0.020
H -2.6220 -0.4591 -2.8874 0.003 0.012 -0.007
H 2.6980 -1.7334 0.0239 -0.034 0.030 -0.005
H 4.3908 1.4412 -5.0373 0.007 -0.004 -0.006
H 0.6502 1.6126 -5.5075 0.005 0.014 0.011
H -0.4035 0.2199 4.5402 -0.007 0.026 0.008
H 4.2598 0.4866 4.6271 0.000 0.000 -0.001
H 1.3831 5.7104 2.4483 0.000 -0.010 -0.005
H -2.8867 3.1149 -0.5448 -0.003 -0.014 0.009
H 3.8224 -2.2022 -1.7630 0.001 0.005 -0.015
H 0.5067 -2.5225 2.2190 -0.009 0.005 -0.002
H -6.0811 1.8739 4.4110 0.002 0.000 0.005
H -3.2857 -2.5747 2.8038 -0.010 0.000 -0.006
H 0.9447 -2.2230 -1.5687 -0.005 0.016 -0.001
H 4.7547 -2.6930 -3.9756 0.003 0.001 -0.006
H -0.1137 -4.0285 1.5541 -0.018 0.002 -0.022
H 2.3158 5.3089 -3.4878 0.004 -0.006 0.002
H 0.1605 -0.7445 -4.9368 0.010 -0.001 0.015
H 3.4437 1.9226 -2.8288 0.005 -0.002 0.011
H 0.9037 4.2442 6.4409 0.002 0.003 0.003
H -2.0644 1.3192 -4.1761 -0.009 -0.012 0.017
H 2.5058 4.7951 0.2571 -0.027 0.007 0.008
H -0.0925 -0.2733 -3.2452 0.020 0.061 -0.004
H 0.2331 3.6897 1.5853 -0.035 0.016 -0.002
H 1.7273 5.9966 4.8856 0.000 0.000 0.004
H -4.1668 -1.1461 2.2782 0.011 0.009 -0.004
H -0.1680 -3.4769 -2.1014 -0.015 -0.007 0.013
H -3.1605 -2.1476 -2.8142 -0.014 0.008 0.018
H 4.9128 5.0240 0.8097 0.004 -0.003 0.014
H -2.4729 5.4190 -3.4041 -0.001 0.003 -0.003
H 6.4011 3.0436 0.6036 0.003 0.005 -0.001
H -4.9037 -0.9744 -0.8303 0.011 -0.012 0.002
H -3.9778 0.5103 -1.0478 0.002 0.002 0.006
H -2.7235 -0.9704 3.2407 0.058 0.031 0.025
H 1.9899 3.1959 -4.7842 0.010 0.004 0.007
H -3.0944 3.8348 -2.9164 0.002 -0.001 0.002
H -1.0041 -3.1965 2.8237 -0.007 0.015 -0.002
H -1.6564 2.3952 -5.5201 -0.001 -0.002 -0.002
H 1.4943 -0.0964 -3.9675 0.109 0.024 0.021
H -3.2313 4.7062 0.1860 0.003 0.002 -0.006
H 5.4787 0.8905 -0.1541 0.011 0.020 0.001
H -1.7263 3.8355 0.5443 0.047 -0.006 0.056
H -1.4868 -1.7530 -3.2047 -0.042 -0.045 0.032
H 1.5889 2.6461 -0.4343 -0.037 -0.061 -0.101
H 0.6837 -3.6511 -0.5673 0.003 0.011 0.005
H -0.2483 2.2750 5.5759 0.071 0.046 -0.019
H -1.5390 5.7637 -1.1481 0.012 0.002 -0.005
H 1.8333 0.7620 5.1430 -0.005 0.015 0.013
H -5.4055 2.1748 2.0393 -0.006 0.003 0.008
H 4.8987 -0.2655 2.3317 -0.003 0.001 0.011
H 5.0604 -0.8774 -5.6345 0.000 0.002 0.000
H -1.6450 0.6331 -5.7638 -0.011 -0.004 0.007
H -4.3319 1.4594 6.1229 0.002 0.001 0.002
H -4.5820 0.0781 0.5497 0.006 0.004 0.009

Entry 2:
93
Properties=species:S:1:pos:R:3:forces:R:3 method="wB97M-V/def2-TZVPD" lumo_ev=3.59 total_energy_ha=-9785.3918 de_lowest_kj_mol=208.2 charge=-2
Sn -0.0263 -0.1508 0.2132 -0.161 0.185 0.172
Br -7.0785 -3.5151 0.4986 -0.048 0.016 -0.007
Se -1.3474 3.2575 -2.7374 0.307 0.096 0.168
Se -4.9366 1.0421 0.5122 -0.146 0.002 0.319
O -3.8555 5.3560 -1.2415 0.101 0.087 -0.147
O -1.5839 -1.2808 1.4441 0.752 0.494 -0.138
O -5.9681 4.2255 -2.7508 -0.043 0.029 0.005
N -0.3003 1.8884 1.5958 -0.228 -0.262 -0.303
N -0.1720 1.7873 2.9224 0.048 0.114 0.269
N -0.9899 -2.1650 -1.2141 -0.091 0.056 0.169
N 1.5640 -2.6642 -0.5178 0.103 -0.011 0.184
N 1.9118 0.2293 1.7860 -0.483 -0.349 -0.517
N 3.2791 0.6133 -0.8426 0.062 -0.232 -0.275
N 2.0754 1.1943 -0.9467 -0.224 0.190 0.130
C -3.8262 1.5707 -1.0262 -0.205 -0.136 0.239
C 0.2585 0.5835 3.5362 0.210 -0.216 0.025
C 3.7410 -3.5363 -0.9864 0.232 -0.055 -0.316
C 5.4926 0.2937 2.7094 0.067 0.000 -0.100
C 1.7588 -3.4554 -4.1245 -0.115 -0.011 -0.217
C 2.1540 -3.3223 -2.7777 -0.156 0.183 0.195
C -0.6976 3.1197 1.3320 0.068 0.019 -0.033
C -3.7228 -1.7972 2.2002 -0.013 -0.063 0.091
C -5.6175 3.0177 -2.0599 0.045 -0.078 0.161
C -0.1277 -2.5605 -2.2172 -0.045 -0.272 -0.365
C 1.2277 -2.8287 -1.8220 0.080 -0.197 -0.122
C -5.3288 -2.8044 0.7582 -0.095 -0.164 -0.089
C 6.1411 0.3396 1.4806 0.080 -0.038 0.071
C -3.1176 -2.3443 -0.0933 -0.157 0.247 0.382
C -0.4715 -2.7328 -3.5456 -0.048 0.292 0.334
C -2.7421 -1.7661 1.1662 -0.235 -0.156 -0.212
C -0.4833 2.9586 3.5217 -0.055 0.240 -0.165
C -4.4305 -2.8382 -0.2625 0.011 0.053 0.026
C -0.7448 -1.4329 6.5984 -0.039 0.016 -0.162
C 1.3389 -0.1463 2.9938 0.078 0.054 0.246
C -0.8265 3.8467 2.5270 0.028 -0.095 0.125
C 0.0019 -0.9727 5.3739 0.055 0.035 0.071
C 7.6445 0.3244 1.3616 -0.151 0.118 -0.024
C 5.3377 0.4587 0.3583 -0.049 -0.032 0.010
C -4.1272 2.9221 -1.6773 -0.071 0.212 -0.347
C 3.7836 0.3393 -2.0742 -0.116 -0.179 -0.181
C -0.3916 0.1649 4.6881 -0.075 0.004 0.035
C -2.2145 -2.5599 -1.1733 0.321 -0.224 -0.033
C -4.9803 -2.2930 2.0135 0.175 -0.017 -0.081
C 3.4435 -3.6612 -2.3155 0.041 0.033 0.159
C 3.9470 0.4411 0.4017 0.067 0.051 0.397
C -3.3005 3.0856 -2.9623 0.241 0.054 0.004
C 2.7619 -3.0235 -0.1224 -0.416 0.314 0.011
C -3.7900 4.0339 -0.6787 -0.096 -0.209 0.173
C 0.4752 -3.1493 -4.4910 0.271 -0.147 -0.110
C 1.7992 1.2696 -2.2407 0.123 0.239 0.098
C 1.7173 -1.2964 3.7063 -0.136 -0.045 -0.080
C 3.2621 0.2852 1.6504 0.044 0.086 0.052
C 1.0739 -1.6965 4.8609 0.004 0.029 -0.006
C 4.1177 0.2884 2.7858 -0.049 -0.006 -0.069
C 2.8564 0.7491 -3.0019 0.107 -0.108 0.039
H -2.5928 -3.2130 -1.9724 -0.013 0.037 -0.010
H 8.0415 1.3266 1.1736 0.051 -0.018 0.004
H -1.2410 0.7376 5.0440 -0.019 0.016 -0.058
H 8.1004 -0.0475 2.2799 0.031 -0.013 -0.010
H -0.4226 3.0844 4.5890 0.023 -0.097 0.008
H -5.8879 2.1875 -2.7208 0.050 0.019 0.003
H -3.4370 -1.3638 3.1492 0.016 0.044 -0.019
H -5.7153 -2.2612 2.8060 0.013 0.007 0.022
H -0.8495 3.4239 0.3036 -0.047 -0.058 -0.027
H 0.8640 1.7132 -2.5600 -0.112 -0.038 -0.022
H 6.0769 0.2801 3.6246 -0.017 -0.030 0.017
H 4.1815 -4.0185 -3.0253 -0.006 -0.026 0.010
H -3.9205 0.7750 -1.7701 0.069 0.095 -0.130
H 4.7286 -0.1517 -2.2156 0.042 -0.044 0.081
H 2.9185 0.6676 -4.0733 0.021 -0.010 0.003
H -4.4954 4.0004 0.1518 -0.011 0.022 -0.027
H -3.4738 2.2331 -3.6209 -0.148 -0.018 0.039
H 7.9632 -0.3154 0.5361 0.061 -0.009 0.025
H -1.6707 -1.9355 6.3079 -0.008 -0.025 0.066
H 5.8262 0.5931 -0.5995 -0.055 0.017 -0.026
H -4.7158 -3.2400 -1.2274 0.006 -0.034 0.014
H -1.1437 4.8678 2.6424 0.011 0.003 -0.006
H 4.7193 -3.7911 -0.6000 -0.007 -0.014 0.004
H -2.7972 1.5707 -0.6641 0.104 0.082 -0.245
H -5.4783 4.9312 -2.3043 0.075 -0.006 -0.025
H -1.0147 -0.5907 7.2374 0.007 -0.018 0.032
H -3.1039 5.4059 -1.8547 0.003 -0.068 0.068
H 2.4818 -3.8028 -4.8536 -0.007 0.023 -0.015
H -2.7875 3.8594 -0.2852 -0.065 0.017 -0.035
H 3.6516 0.2852 3.7610 0.012 -0.034 0.002
H -6.2093 2.9209 -1.1460 0.002 -0.067 -0.035
H 0.1770 -3.2341 -5.5290 -0.003 -0.019 0.003
H -1.4796 -2.5028 -3.8652 -0.004 0.045 0.025
H -3.6196 3.9826 -3.4908 -0.110 -0.113 -0.064
H 1.4014 -2.5988 5.3672 -0.013 -0.008 -0.007
H 2.5342 -1.8916 3.3171 0.023 0.030 -0.016
H -0.1459 -2.1354 7.1784 -0.015 0.003 0.034
H 2.9748 -2.8862 0.9312 0.063 0.062 0.057

| no. | largest force on an atom (eV/Å) | frontier orbital gap (Ha) |
| --- | --- | --- |
| 1 | 1.135 | 0.168 |
| 2 | 0.910 | 0.146 |